# 1
{"formula": "C4H12", "method": "ωB97M-V with the def2-TZVPD basis set", "elements": ["C", "C", "H", "H", "H", "H", "H", "H", "C", "C", "H", "H", "H", "H", "H", "H"], "positions_angstrom": [[-1.469984, -1.451117, -1.077568], [-2.122198, -0.107325, -0.996892], [-1.202053, -1.721000, -2.101776], [-0.607229, -1.459327, -0.430770], [-2.077699, -2.288418, -0.716996], [-3.086464, 0.080398, -0.349160], [-2.431439, 0.096421, -2.039031], [-1.483291, 0.776754, -0.661083], [1.830754, 1.328391, 1.575244], [1.680499, 0.311899, 0.539893], [1.943876, 0.808790, 2.640499], [2.980641, 1.686245, 1.460101], [1.066974, 2.196134, 1.429098], [1.943864, -0.750534, 0.940563], [2.371877, 0.352221, -0.304251], [0.661870, 0.140467, 0.092131]], "atomic_forces_ev_per_a": [[0.088, -1.029, 0.859], [-2.019, 2.680, 0.115], [0.246, 0.225, 0.185], [0.571, -0.282, -0.048], [-0.231, 0.285, -0.037], [1.766, -1.069, -1.081], [-0.132, 0.538, 0.581], [-0.340, -1.397, -0.595], [2.763, 1.706, 2.179], [-0.662, -4.579, -1.482], [-1.152, 1.558, -2.014], [-2.776, -0.018, 0.305], [1.628, -1.445, 0.898], [-0.470, 1.655, -0.409], [-0.124, 0.602, -0.059], [0.844, 0.570, 0.605]], "total_charge": 0, "smiles": "CC.CC"}

=====

# 2
{"formula": "C4H12", "method": "ωB97M-V with the def2-TZVPD basis set", "elements": ["C", "C", "H", "H", "H", "H", "H", "H", "C", "C", "H", "H", "H", "H", "H", "H"], "positions_angstrom": [[-0.370693, -0.594521, 2.319500], [-1.214593, -1.669550, 1.655363], [-0.532306, 0.433665, 1.964306], [-0.661212, -0.487928, 3.372108], [0.690285, -0.825907, 2.446771], [-2.259983, -1.330670, 1.682014], [-1.155268, -2.602210, 2.212959], [-1.013421, -1.778034, 0.587302], [0.833151, 1.802721, -1.737387], [0.846532, 0.415808, -2.391805], [1.734345, 2.388881, -1.903979], [-0.078245, 2.348213, -1.960882], [0.796880, 1.698635, -0.652281], [0.310637, -0.251245, -1.715577], [1.834943, 0.015587, -2.577471], [0.238952, 0.436551, -3.300934]], "atomic_forces_ev_per_a": [[0.045, 0.497, 1.334], [-0.606, 0.859, -0.127], [0.305, -0.463, -0.499], [-0.309, -0.228, -0.002], [0.018, 0.057, -0.721], [0.111, -0.232, 0.136], [0.098, -0.143, -0.321], [0.343, -0.339, 0.184], [0.233, -0.289, 0.810], [-0.985, 0.379, 0.267], [-0.172, 0.192, -0.476], [0.106, 0.250, -0.390], [0.097, -0.136, 0.136], [0.156, -0.288, -0.088], [0.122, 0.001, -0.093], [0.437, -0.115, -0.150]], "total_charge": 0, "smiles": "CC.CC"}

=====

# 3
{"formula": "C4H12", "method": "ωB97M-V with the def2-TZVPD basis set", "elements": ["C", "C", "H", "H", "H", "H", "H", "H", "C", "C", "H", "H", "H", "H", "H", "H"], "positions_angstrom": [[-0.017154, 1.484887, -2.180034], [-0.845034, 0.660980, -1.204665], [-0.463053, 2.472409, -2.335092], [0.966510, 1.658188, -1.769840], [-0.000978, 1.108612, -3.197758], [-1.193825, 1.273517, -0.374197], [-1.723646, 0.227921, -1.690471], [-0.312564, -0.197806, -0.804661], [0.057349, -1.744690, 1.758830], [0.839213, -0.437095, 1.701263], [0.415075, -2.367181, 2.577445], [-1.030348, -1.677748, 1.783199], [0.194420, -2.312195, 0.832853], [1.607442, -0.252928, 2.441950], [0.215873, 0.461765, 1.723588], [1.290720, -0.358633, 0.737589]], "atomic_forces_ev_per_a": [[-0.626, 0.680, 0.005], [-0.477, -0.314, -0.365], [-0.051, 0.037, 0.320], [0.460, -0.044, -0.225], [0.424, -0.583, 0.054], [0.055, -0.069, 0.083], [-0.079, 0.224, 0.006], [0.224, 0.066, 0.043], [0.111, -0.557, -0.240], [-0.730, 0.928, -0.266], [-0.258, -0.112, 0.023], [0.032, 0.459, 0.529], [0.375, -0.047, 0.134], [0.089, -0.499, 0.291], [-0.257, -0.206, 0.239], [0.710, 0.037, -0.631]], "total_charge": 0, "smiles": "CC.CC"}

=====

# 4
{"formula": "C4H12", "method": "ωB97M-V with the def2-TZVPD basis set", "elements": ["C", "C", "H", "H", "H", "H", "H", "H", "C", "C", "H", "H", "H", "H", "H", "H"], "positions_angstrom": [[1.222754, 2.151516, -0.307811], [-0.237487, 2.048616, -0.775430], [1.873427, 1.484901, -0.883435], [1.620353, 3.155125, -0.506118], [1.274502, 1.930343, 0.749085], [-0.884260, 2.544626, -0.047681], [-0.563662, 1.043519, -1.006002], [-0.422594, 2.662937, -1.659740], [-0.479870, -2.202357, -0.226759], [-0.495139, -2.022089, 1.302668], [0.441640, -1.810511, -0.649805], [-0.615801, -3.252381, -0.465281], [-1.335493, -1.688478, -0.654716], [-0.094671, -2.911003, 1.786714], [0.195104, -1.263201, 1.662615], [-1.498803, -1.871563, 1.681697]], "atomic_forces_ev_per_a": [[-0.219, 0.109, -0.873], [0.118, 1.156, -0.120], [-0.107, -0.109, 0.273], [-0.177, -0.116, 0.335], [0.332, -0.098, 0.206], [-0.119, -0.502, 0.210], [-0.109, -0.230, 0.256], [0.277, -0.233, -0.279], [-0.337, 0.204, 0.741], [0.616, -0.590, -0.060], [-0.018, -0.161, -0.214], [0.216, -0.116, -0.213], [0.079, 0.243, -0.254], [-0.163, -0.294, 0.018], [-0.322, 0.537, -0.171], [-0.067, 0.200, 0.145]], "total_charge": 0, "smiles": "CC.CC"}

=====

# 5
{"formula": "C4H12", "method": "ωB97M-V with the def2-TZVPD basis set", "elements": ["C", "C", "H", "H", "H", "H", "H", "H", "C", "C", "H", "H", "H", "H", "H", "H"], "positions_angstrom": [[-1.158970, 1.496093, 1.168373], [-1.476250, 1.527770, -0.324641], [-0.882103, 2.528426, 1.424483], [-0.416538, 0.742173, 1.389448], [-2.009733, 1.447255, 1.852945], [-2.242044, 0.834071, -0.670743], [-1.722959, 2.527879, -0.679382], [-0.570652, 1.279424, -0.881387], [0.842938, -1.933837, 0.063680], [1.830150, -1.127352, -0.823902], [0.241745, -2.507981, -0.643535], [0.158136, -1.360362, 0.673400], [1.412899, -2.644176, 0.655124], [2.531182, -0.589004, -0.197143], [2.175766, -1.823291, -1.579454], [1.286433, -0.397088, -1.427265]], "atomic_forces_ev_per_a": [[-0.782, 1.436, 0.009], [0.227, -0.162, -0.424], [1.036, -0.425, 0.042], [0.164, 0.130, 0.391], [-0.273, -0.847, -0.371], [-0.083, -0.020, 0.191], [-0.323, 0.009, 0.164], [0.041, -0.110, 0.006], [0.426, -0.133, -1.260], [-1.736, 0.040, 0.366], [-0.234, -0.175, 0.268], [0.116, 0.260, 0.229], [-0.132, -0.037, 0.297], [0.619, -0.202, -0.371], [1.029, 0.012, 0.235], [-0.095, 0.224, 0.228]], "total_charge": 0, "smiles": "CC.CC"}

=====

# 6
{"formula": "C4H12", "method": "ωB97M-V with the def2-TZVPD basis set", "elements": ["C", "C", "H", "H", "H", "H", "H", "H", "C", "C", "H", "H", "H", "H", "H", "H"], "positions_angstrom": [[0.756716, 2.213663, -0.635283], [1.607794, 1.360554, -1.538742], [0.880061, 3.259540, -0.656343], [-0.313703, 2.111442, -0.852902], [0.850073, 1.994550, 0.417178], [1.572375, 0.313108, -1.264206], [2.645707, 1.712807, -1.489700], [1.427908, 1.421152, -2.614538], [-1.478629, -1.111938, 1.301126], [-0.838919, -2.436033, 0.881428], [-2.422185, -0.840511, 0.836036], [-1.638290, -1.162441, 2.377868], [-0.759736, -0.309207, 1.137158], [-0.702358, -2.588798, -0.183907], [0.023498, -2.572189, 1.502861], [-1.576235, -3.209928, 1.113064]], "atomic_forces_ev_per_a": [[-1.699, -0.632, 0.062], [1.186, 0.479, -0.345], [0.750, 1.368, -0.596], [0.070, -0.310, -0.005], [0.279, -0.540, 0.340], [0.027, -0.164, 0.097], [0.035, -0.360, 0.316], [-0.657, 0.147, 0.143], [0.718, 0.192, 0.121], [-1.973, -0.144, 0.077], [-0.013, -0.204, -0.228], [-0.145, 0.125, 0.056], [-0.148, 0.246, -0.063], [0.626, 0.450, -0.121], [0.695, -0.391, -0.150], [0.249, -0.262, 0.297]], "total_charge": 0, "smiles": "CC.CC"}

=====

# 7
{"formula": "C4H12", "method": "ωB97M-V with the def2-TZVPD basis set", "elements": ["C", "C", "H", "H", "H", "H", "H", "H", "C", "C", "H", "H", "H", "H", "H", "H"], "positions_angstrom": [[1.338902, -0.339739, 1.640313], [2.512473, -0.417341, 0.666784], [0.744567, -1.251802, 1.702543], [1.720147, -0.194723, 2.656255], [0.693072, 0.481059, 1.328283], [2.913438, 0.577136, 0.494311], [2.258481, -0.902857, -0.283191], [3.375774, -0.999097, 1.025904], [-1.509332, 0.255856, -1.743367], [-2.396844, 0.541502, -0.528671], [-1.628627, -0.760258, -2.117212], [-1.773739, 0.854579, -2.615125], [-0.448001, 0.418273, -1.549108], [-2.408280, -0.361611, 0.089231], [-1.976665, 1.342269, 0.083400], [-3.415365, 0.756754, -0.850349]], "atomic_forces_ev_per_a": [[0.401, -0.243, 0.120], [0.521, -0.655, -0.086], [0.022, -0.045, -0.289], [-0.204, 0.387, -0.120], [-0.130, -0.031, 0.326], [-0.065, 0.138, -0.279], [-0.165, 0.413, 0.054], [-0.402, 0.041, 0.258], [-0.029, 0.045, -0.518], [0.518, -0.596, -0.185], [0.025, -0.204, 0.262], [0.030, 0.377, 0.137], [-0.053, -0.060, 0.093], [-0.175, 0.203, 0.116], [-0.314, 0.099, -0.131], [0.021, 0.133, 0.242]], "total_charge": 0, "smiles": "CC.CC"}

=====

# 8
{"formula": "C4H12", "method": "ωB97M-V with the def2-TZVPD basis set", "elements": ["C", "C", "H", "H", "H", "H", "H", "H", "C", "C", "H", "H", "H", "H", "H", "H"], "positions_angstrom": [[-1.423111, -0.264799, 1.320972], [-2.247748, 0.620916, 0.432320], [-0.615383, 0.385379, 1.769357], [-2.091604, -0.713664, 2.040942], [-0.897987, -1.019454, 0.772678], [-3.071084, 1.141117, 1.013707], [-2.833994, -0.026264, -0.218720], [-1.781246, 1.311381, -0.182990], [2.440040, 0.232995, -0.965686], [1.316663, -0.684522, -0.634619], [2.762486, 1.086030, -0.357456], [3.283597, -0.316515, -1.236097], [2.199172, 0.787636, -1.896424], [0.442358, -0.040328, -0.691086], [1.382028, -1.188016, 0.287241], [1.135815, -1.311892, -1.454141]], "atomic_forces_ev_per_a": [[1.215, 1.640, 0.485], [-3.228, -1.091, 0.994], [-0.872, -0.939, 0.198], [0.261, -0.163, 0.486], [0.077, -0.533, -0.277], [1.167, -0.238, -0.457], [-0.082, -0.041, -0.346], [1.292, 1.332, -0.951], [0.223, 1.871, -1.481], [-1.001, 2.400, -0.207], [-0.416, -0.650, 0.816], [1.790, -0.848, -0.198], [-0.125, -0.437, 0.164], [-0.482, -0.165, 0.723], [0.050, -0.670, 1.031], [0.132, -1.468, -0.981]], "total_charge": 0, "smiles": "CC.CC"}

=====

What LUMO energy values result from the calculations? In sequence: 1.12, 1.10, 1.17, 1.14, 1.18, 1.10, 1.13, 1.12 eV.
What HOMO-LUMO gap values result from the calculations? In sequence: 12.08, 12.65, 12.74, 12.87, 12.74, 12.71, 12.88, 12.49 eV.
What E_tot values result from the calculations? In sequence: -159.5340, -159.5739, -159.5727, -159.5768, -159.5691, -159.5730, -159.5793, -159.5581 hartree.